Entry 1:
Formula: C4H12OS2
Source: OMol25
Level of theory: the ωB97M-V functional and the def2-TZVPD basis

```
19
Properties=species:S:1:pos:R:3:forces:R:3:mulliken_charge:R:1
C 0.7284 0.6696 -2.3626 -1.15 1.36 -3.82 -0.99
C -0.1470 -0.4147 -1.7521 1.17 -1.36 1.93 -0.24
S -0.7403 0.4105 -0.2367 -0.62 -0.68 1.49 0.14
S -0.3227 -0.5747 1.4785 0.18 0.90 -0.52 0.08
C 1.4811 -0.5801 1.9787 0.83 1.89 -0.83 -0.21
C 1.8218 -1.8834 2.5773 -0.48 -1.99 -0.92 -1.08
H 1.8440 0.7604 -2.2052 -1.53 -0.46 0.21 0.29
H 0.1641 1.6106 -2.0569 1.31 -0.56 -0.46 0.36
H 0.4921 0.6990 -3.5719 1.01 -0.30 2.99 0.28
H 0.1995 -1.4485 -1.3958 0.05 1.53 -1.01 0.38
H -1.1075 -0.5563 -2.2390 0.02 0.06 -0.42 0.32
H 2.2819 -0.2857 1.1588 -2.20 -0.32 1.46 0.33
H 1.4465 0.1550 2.8254 0.11 0.00 -1.17 0.33
H 2.8832 -1.9695 2.4063 0.45 -0.39 0.90 0.33
H 1.3874 -2.6848 1.9616 0.25 0.00 0.07 0.33
H 1.4317 -2.0810 3.5756 0.52 0.36 0.10 0.34
H -4.5265 3.0731 -0.0019 0.34 -0.77 -0.71 0.32
H -5.0156 2.6717 -1.4242 2.02 -0.79 1.86 0.34
O -4.3018 2.4288 -0.7160 -2.29 1.52 -1.15 -0.65
```
Forces are in eV/Å.

Values from the calculation:
Multiplicity: 2
Relative energy (zero: lowest compared OMol25 entry of this formula, charge and spin): 36.68 kcal per mole
Total charge: +1
Gap between HOMO and LUMO (alpha / beta): 10.09 / 6.31 eV
Highest occupied orbital energy (alpha / beta): -14.032 / -14.032 eV
Lowest unoccupied orbital energy (alpha / beta): -0.14493 / -0.28390 Ha



Entry 2:
Formula: C5H17B2NO5S
Source: OMol25
Level of theory: the ωB97M-V functional and the def2-TZVPD basis

```
31
Properties=species:S:1:pos:R:3:forces:R:3:mulliken_charge:R:1
C -2.8967 0.2918 0.7368 -2.02 0.35 -0.03 -0.42
O -1.7300 -0.5475 1.0495 1.61 2.42 -0.94 -0.54
B -0.4736 0.0087 0.5111 0.07 -1.89 4.29 0.47
O 0.7327 0.0084 1.3930 -3.56 -1.03 -0.61 -0.57
B -0.4735 0.5706 -1.0440 1.27 1.72 -1.19 0.53
N 0.5885 1.6489 -1.3663 -5.13 7.64 3.01 -0.33
C 0.0547 2.8642 -0.9213 1.58 -5.01 0.53 0.27
S -0.6381 4.1172 0.0565 2.25 -3.66 -3.35 -0.14
H -2.6922 1.4599 0.8394 -0.25 -2.50 -0.31 0.19
H -3.3541 0.0478 -0.3361 1.23 0.56 2.12 0.21
H -3.7837 0.0539 1.4991 2.24 0.44 -1.58 0.17
H 0.5010 -0.4175 2.2880 0.38 0.91 -2.00 0.31
H -1.2497 0.2345 -1.8902 0.32 0.04 0.01 -0.06
C -6.5213 2.0021 2.6746 -0.15 0.08 -0.10 -0.52
O -5.9548 1.0115 1.8368 -0.07 -0.22 -0.56 -0.45
H -5.9916 2.0047 3.6302 -0.04 -0.08 -0.20 0.22
H -6.4201 2.9820 2.2018 -0.10 0.13 0.21 0.25
H -7.5765 1.7757 2.8462 -0.02 0.20 0.18 0.24
H -6.4448 1.0328 0.9973 0.33 -0.10 0.46 0.28
C 3.9031 -0.9680 0.0428 -0.14 0.15 0.08 -0.61
O 2.7674 -1.5791 -0.5410 -0.51 0.02 -0.27 -0.53
H 4.7394 -1.6704 0.0127 -0.18 0.08 -0.05 0.24
H 4.1647 -0.0692 -0.5209 0.23 0.06 0.15 0.28
H 3.6851 -0.7089 1.0817 0.20 0.11 0.03 0.28
H 2.0422 -0.9327 -0.5000 0.46 -0.38 0.16 0.24
C 5.1672 -2.6715 -2.6825 -0.04 0.09 -0.19 -0.47
O 6.5400 -2.4081 -2.4584 0.54 0.27 -0.25 -0.51
H 4.7674 -3.2237 -1.8287 0.12 0.13 -0.14 0.15
H 4.6267 -1.7277 -2.7886 -0.27 -0.17 0.02 0.23
H 5.0535 -3.2726 -3.5878 -0.26 -0.05 0.02 0.32
H 6.8669 -1.9178 -3.2317 -0.11 -0.29 0.52 0.29
```
Forces are in eV/Å.

Values from the calculation:
Relative energy (zero: lowest compared OMol25 entry of this formula, charge and spin): 62.32 kcal per mole
Gap between HOMO and LUMO: 8.33 eV
Highest occupied orbital energy: -9.523 eV
Lowest unoccupied orbital energy: -0.04369 Ha



Entry 3:
Formula: C5H8AgO3
Source: OMol25
Level of theory: the ωB97M-V functional and the def2-TZVPD basis

```
17
Properties=species:S:1:pos:R:3:forces:R:3:mulliken_charge:R:1
H 3.5682 0.7072 2.3323 -1.71 -0.24 1.08 0.10
O 0.6292 0.9235 1.8019 -1.46 -0.20 -1.21 -0.26
C 0.8557 1.2399 0.5804 1.16 0.23 0.93 0.64
O 1.7735 1.8236 0.0769 0.08 0.03 -0.45 -0.37
Ag 4.1711 2.5933 -0.3058 -0.15 -0.02 0.14 0.94
O -0.2286 0.7445 -0.1672 -0.63 -0.19 -0.19 -0.13
C -0.2968 0.9323 -1.4218 -0.10 0.19 -0.25 0.37
C 1.4753 1.3002 2.8213 0.96 0.71 0.94 -0.12
H 1.2186 2.2201 3.3423 -0.14 -0.33 -0.23 0.47
C 2.6320 0.4588 3.0422 2.26 0.05 -1.13 -0.79
H 2.4345 -0.6023 2.8199 -0.01 0.30 0.43 0.33
H 3.0419 0.6307 4.0428 -0.21 -0.33 -0.12 0.33
C -1.4846 0.5335 -2.1314 0.09 -0.14 0.08 -1.01
H 0.5535 1.4228 -1.9140 -0.17 -0.11 0.15 0.44
H -1.1650 -0.1339 -2.9514 -0.12 0.09 0.02 0.37
H -1.8620 1.4357 -2.6475 0.02 -0.13 0.01 0.37
H -2.2375 0.0755 -1.4861 0.12 0.08 -0.18 0.30
```
Forces are in eV/Å.

Values from the calculation:
Multiplicity: 2
Relative energy (zero: lowest compared OMol25 entry of this formula, charge and spin): 0.00 kcal per mole
Total charge: +2
Gap between HOMO and LUMO (alpha / beta): 5.96 / 10.43 eV
Highest occupied orbital energy (alpha / beta): -15.432 / -19.919 eV
Lowest unoccupied orbital energy (alpha / beta): -0.34816 / -0.34858 Ha



Entry 4:
Formula: C5H10O
Source: OMol25
Level of theory: the ωB97M-V functional and the def2-TZVPD basis

```
16
Properties=species:S:1:pos:R:3:forces:R:3:mulliken_charge:R:1
C -0.6800 -1.7398 -0.4757 0.00 0.09 -0.01 -1.16
C 0.3055 -1.2564 0.5563 0.06 -0.47 0.00 -0.04
C -0.1934 0.7416 0.4406 -0.14 0.40 -0.04 0.07
C -0.6815 1.4902 -0.7624 -0.01 -0.02 -0.05 -1.10
C 1.0905 1.1948 0.9734 0.01 0.12 0.11 -0.41
O 1.3242 0.1227 0.0616 -0.01 -0.21 0.00 -0.33
H -0.3489 -1.4265 -1.4716 -0.08 -0.06 0.10 0.30
H -1.6868 -1.3529 -0.3026 0.17 -0.04 0.00 0.31
H -0.6965 -2.8378 -0.4751 0.04 0.15 0.04 0.37
H 1.2189 -1.8582 0.4938 -0.08 0.05 -0.01 0.34
H -0.0628 -1.2665 1.5794 0.10 0.15 -0.20 0.28
H -1.2124 0.8356 -1.4635 0.09 0.11 0.12 0.29
H -1.4084 2.2337 -0.4092 0.09 -0.08 -0.01 0.33
H 0.1157 2.0158 -1.3111 -0.06 -0.07 0.06 0.29
H 1.3880 0.9977 2.0064 -0.08 0.01 -0.14 0.24
H 1.5279 2.1061 0.5597 -0.11 -0.12 0.04 0.23
```
Forces are in eV/Å.

Values from the calculation:
Relative energy (zero: lowest compared OMol25 entry of this formula, charge and spin): 135.65 kcal per mole
Gap between HOMO and LUMO: 8.73 eV
Highest occupied orbital energy: -7.589 eV
Lowest unoccupied orbital energy: 0.04176 Ha



Entry 5:
Formula: H12O5S2
Source: OMol25
Level of theory: the ωB97M-V functional and the def2-TZVPD basis

```
19
Properties=species:S:1:pos:R:3:forces:R:3:mulliken_charge:R:1
S 3.5026 0.4843 -3.4460 0.57 -0.31 0.04 -0.14
S 5.1480 -0.3445 -2.4083 -0.28 0.24 0.01 -0.17
H 4.2874 1.3214 -4.1337 -0.24 0.28 0.02 0.16
H 5.9906 -0.3593 -3.4486 -0.06 -0.22 -0.07 0.16
O -1.9718 -0.1640 3.4140 -0.10 -0.40 -0.51 -0.62
H -2.8245 -0.4284 3.0518 -0.31 0.21 0.32 0.33
H -1.4000 -0.5152 2.7217 0.41 0.25 0.24 0.28
O -3.5965 4.9699 -1.1379 -0.48 0.00 0.75 -0.63
H -3.9160 5.6628 -0.5456 0.24 0.40 -0.36 0.32
H -3.9226 4.2128 -0.6352 0.26 -0.41 -0.39 0.31
O 1.0841 -3.5982 2.1079 0.01 0.53 -0.02 -0.60
H 0.9979 -4.4579 1.6957 -0.02 -0.19 0.03 0.30
H 1.1128 -3.7300 3.0571 0.01 -0.23 0.09 0.31
O -1.9236 0.4385 -0.7244 0.30 -0.33 -0.49 -0.63
H -1.9069 0.3182 -1.6860 -0.33 0.17 0.24 0.32
H -1.0481 0.1000 -0.4976 0.14 0.29 0.17 0.37
O 0.2961 -1.1663 0.5267 -0.01 0.01 0.63 -0.66
H -0.6316 -1.1871 0.7767 -0.20 -0.22 -0.13 0.29
H 0.7223 -1.5568 1.3116 0.10 -0.07 -0.56 0.31
```
Forces are in eV/Å.

Values from the calculation:
Relative energy (zero: lowest compared OMol25 entry of this formula, charge and spin): 30.74 kcal per mole
Gap between HOMO and LUMO: 9.02 eV
Highest occupied orbital energy: -8.766 eV
Lowest unoccupied orbital energy: 0.00950 Ha



Entry 6:
Formula: C5H3N2O3
Source: OMol25
Level of theory: the ωB97M-V functional and the def2-TZVPD basis

```
13
Properties=species:S:1:pos:R:3:forces:R:3:mulliken_charge:R:1
C -1.3397 0.4809 0.4465 -0.08 -0.73 0.00 -0.40
C -0.6687 -0.6888 0.3210 -0.17 -0.41 -0.17 -0.29
C 3.3359 0.6912 -0.3809 -0.65 0.71 -0.16 0.25
C 1.7490 -1.1407 0.1977 0.88 -0.73 -0.09 0.75
C 0.7465 1.0867 0.4143 1.87 0.94 -0.33 -0.70
N -0.4766 1.5446 0.4925 -0.19 0.44 0.16 -0.50
N 0.6837 -0.3246 0.2480 -1.23 0.94 0.30 0.17
O 1.7158 -2.3494 0.2520 0.05 0.45 -0.11 -0.62
O 4.2963 1.2974 0.0079 -0.37 -0.60 -0.15 -0.54
O 3.0041 -0.5343 0.1312 -0.10 -0.54 0.41 -0.27
H -2.4029 0.6360 0.5327 -0.16 -0.18 -0.04 0.41
H -0.9876 -1.7089 0.2600 -0.06 -0.19 -0.02 0.39
H 2.7075 0.9862 -1.2339 0.21 -0.09 0.20 0.36
```
Forces are in eV/Å.

Values from the calculation:
Relative energy (zero: lowest compared OMol25 entry of this formula, charge and spin): 24.06 kcal per mole
Total charge: -1
Gap between HOMO and LUMO: 7.52 eV
Highest occupied orbital energy: -3.622 eV
Lowest unoccupied orbital energy: 0.14312 Ha